Record 1
A cluster of 7 separate species, C13H20Cl8F2O9 in total at a distorted geometry, computed with ωB97M-V with the def2-TZVPD basis set.

Values from the calculation:
SMILES: O=C1OC[C@@H](F)O1.O=C1OC[C@@H](F)O1.COC(=O)OC.ClCCl.ClCCl.ClCCl.ClCCl
E_tot (Ha): -5065.77533
Relative energy (zero: lowest compared OMol25 entry of this formula, charge and spin) (eV): 0.000
Kohn-Sham gap (eV): 11.03

```
52
Properties=species:S:1:pos:R:3:forces:R:3
O 14.8259 -3.8507 15.8184 0.4 0.5 0.5
C 15.2306 -2.7342 15.9422 -1.1 -1.3 -0.7
O 15.2849 -1.8616 14.9418 0.4 0.9 -0.1
C 15.9581 -0.6481 15.3932 -0.5 -1.3 -0.4
C 15.8600 -0.8158 16.9145 -0.6 0.8 -0.9
F 14.7031 -0.1489 17.2875 0.3 -0.1 0.3
O 15.6354 -2.1731 17.1003 0.7 0.2 0.8
H 16.9383 -0.7089 14.9254 0.2 0.4 0.4
H 15.3681 0.1893 15.0365 0.2 0.2 0.1
H 16.6861 -0.4082 17.4913 0.0 -0.3 0.1
O 18.7154 -4.9333 26.2617 -0.6 0.1 -0.5
C 17.9909 -4.4700 25.4332 2.0 -0.1 1.4
O 17.0345 -5.0976 24.7871 -1.3 -0.9 -0.1
C 16.1691 -4.1326 24.1863 0.4 0.1 0.2
C 17.1713 -3.0102 23.9457 -0.2 0.8 -0.4
F 16.6241 -1.7580 24.0866 -0.2 -0.3 0.3
O 18.1132 -3.1949 24.9887 -0.5 0.4 -0.9
H 15.7018 -4.6212 23.3380 0.1 0.4 -0.2
H 15.4260 -3.7711 24.9037 0.0 -0.2 0.0
H 17.6146 -2.9901 22.9471 0.4 -0.3 0.2
C 16.0732 9.5797 23.1397 0.1 1.2 -0.8
O 16.0936 8.6610 22.0511 0.7 0.5 -0.5
C 15.3606 7.5753 22.1561 -1.0 -0.9 1.2
O 14.7790 7.1776 23.1421 0.2 0.4 -0.1
O 15.3428 6.9494 21.0013 1.1 -0.2 -1.8
C 14.5358 5.7762 20.8666 -0.8 0.6 1.6
H 16.8803 10.3054 23.0020 0.7 -0.9 0.1
H 16.1209 9.0624 24.0881 -0.3 0.2 0.2
H 15.2709 10.3005 22.9481 -0.8 -0.7 0.7
H 14.7362 5.0817 21.6814 0.1 0.0 -0.1
H 14.6625 5.2771 19.9159 0.3 0.4 -0.3
H 13.5264 6.1608 21.0213 -0.3 -0.6 -0.4
Cl 15.8667 1.4890 27.6306 0.2 -0.1 -0.2
C 15.0118 0.3134 26.6161 -0.6 0.1 0.8
Cl 14.8317 0.8504 24.9514 0.1 -0.1 0.0
H 15.4765 -0.6624 26.7095 0.4 0.2 -0.4
H 14.0181 0.2418 27.0485 0.0 0.0 -0.2
Cl 16.2720 0.2728 20.2158 0.3 -0.3 0.2
C 16.0835 0.9807 21.8231 0.5 0.4 -0.2
Cl 16.4331 2.7430 21.6958 -0.5 -0.4 0.3
H 15.0816 0.7273 22.1510 -0.1 0.6 0.0
H 16.8109 0.6048 22.5336 0.1 -0.2 -0.2
Cl 11.7997 2.1790 18.4185 -0.1 0.3 0.5
C 11.7605 1.6347 20.1244 0.0 0.4 -0.4
Cl 12.9293 0.3216 20.2801 -0.5 -0.2 0.4
H 12.0467 2.4124 20.8269 0.2 0.2 -0.4
H 10.7241 1.3963 20.3429 0.2 -0.7 0.0
Cl 16.3251 2.5456 17.2681 -0.2 0.2 0.3
C 17.3707 3.6145 18.2136 0.8 -0.2 -0.5
Cl 18.7185 4.1866 17.1796 -0.2 0.1 0.3
H 16.8386 4.4693 18.6049 -0.2 0.1 -0.2
H 17.8310 3.0508 19.0135 -0.2 -0.1 0.1
```
Forces are in eV/Å.

---

Record 2
A structure of composition C13H20F12KNO12S4 at a distorted geometry, computed with ωB97M-V with the def2-TZVPD basis set.

Values from the calculation:
Net charge: -2
E_tot (Ha): -4856.29844
Relative energy (zero: lowest compared OMol25 entry of this formula, charge and spin) (eV): 0.000
Kohn-Sham gap (eV): 7.20

```
63
Properties=species:S:1:pos:R:3:forces:R:3
K 1.9212 -0.6116 -0.9833 0.7 0.1 -0.7
C 0.4257 2.6460 0.0862 -0.8 0.2 -1.3
C -1.0239 2.3132 0.4501 0.3 -1.1 0.7
C -1.0730 0.7869 0.7706 0.2 1.3 1.8
N -2.4242 0.1617 1.0281 -1.5 0.2 -2.3
C -3.2370 1.0228 1.9494 1.2 -0.8 0.5
C -4.5652 0.4203 2.3691 -0.3 -0.1 -0.9
C -4.4754 -1.0283 2.8294 0.3 -0.5 0.3
C -3.5630 -1.9026 1.9526 -0.7 0.4 -1.0
C -2.2667 -1.2676 1.5363 1.0 1.3 0.8
C -3.1042 0.1134 -0.3437 0.4 -0.1 0.2
H 1.2125 2.4734 0.8155 -0.4 0.2 0.4
H 0.3948 3.6676 -0.2939 0.6 0.1 0.2
H 0.6685 2.0214 -0.7545 0.5 -0.1 -0.6
H -1.7511 2.5434 -0.3286 0.4 0.4 -0.2
H -1.2135 2.9520 1.3155 -0.6 -0.4 0.2
H -0.5291 0.7376 1.7166 -0.3 -0.4 -0.2
H -0.4938 0.1995 0.0591 -0.7 0.0 -0.1
H -2.5777 1.0768 2.8205 -0.1 0.5 0.1
H -3.3194 1.9801 1.4439 -0.2 0.1 0.3
H -4.9922 1.0375 3.1594 0.0 0.1 0.0
H -5.2303 0.4956 1.5042 -0.2 0.0 0.1
H -4.1984 -1.0403 3.8868 0.4 -0.1 0.0
H -5.4520 -1.5151 2.8048 -0.2 0.3 0.0
H -3.3704 -2.8704 2.4118 0.2 0.1 0.1
H -4.0955 -2.1112 1.0194 -0.1 -0.2 0.1
H -1.5804 -1.1561 2.3790 -0.3 -0.1 -0.3
H -1.7564 -1.7447 0.6974 -0.2 -0.2 0.8
H -3.0174 1.0734 -0.8431 -0.2 0.2 0.3
H -4.1425 -0.1969 -0.2608 0.1 0.0 0.1
H -2.5872 -0.6141 -0.9713 -0.3 0.8 1.0
C -2.4169 -1.7317 -3.2881 0.8 -0.7 1.4
F -3.4525 -2.5066 -3.6270 -0.1 0.2 -0.5
F -1.5524 -1.6194 -4.2825 -0.4 0.0 -0.1
F -2.9015 -0.5094 -2.9864 -0.1 0.0 -0.6
S -1.6098 -2.5346 -1.7633 -0.7 -2.2 -0.5
O -1.1642 -3.8241 -2.2697 -0.5 1.1 0.3
O -0.5674 -1.6260 -1.3590 0.4 0.7 0.0
O -2.7129 -2.5828 -0.7796 0.6 -0.7 -1.7
C 2.6432 -1.0075 3.6609 -0.4 0.8 -2.5
F 2.3235 0.1337 4.2828 -0.6 -0.4 1.2
F 3.8640 -0.7436 3.1768 0.0 -1.0 0.0
F 2.6904 -2.0646 4.4637 0.0 0.3 0.4
S 1.3444 -1.1932 2.2166 1.0 -1.0 0.2
O 1.8428 -2.1525 1.2469 0.3 0.0 0.7
O 0.1199 -1.6242 2.8709 0.9 0.3 0.7
O 1.3504 0.1518 1.6844 0.4 0.4 0.3
C 5.5603 1.6854 1.0156 -1.0 -1.3 -1.8
F 4.4406 1.4687 1.7261 0.1 0.6 0.2
F 6.0525 2.8848 1.2890 0.3 0.2 0.7
F 6.4150 0.7092 1.3839 0.3 0.6 0.1
S 5.1802 1.5786 -0.8416 0.2 -0.2 -0.1
O 4.6181 0.2329 -1.0022 0.4 0.8 0.3
O 4.2258 2.6589 -1.0466 0.3 -0.4 0.3
O 6.5022 1.7925 -1.4265 -0.8 -0.2 0.4
C 4.4019 0.4151 -5.0708 -1.0 -0.1 -0.3
F 4.9860 1.1759 -4.1592 0.1 -0.3 -0.1
F 4.2616 1.1421 -6.2022 0.0 0.2 0.1
F 5.1710 -0.6226 -5.4016 0.6 -0.1 0.2
S 2.7334 -0.2377 -4.5436 -2.7 -0.3 1.7
O 2.0385 0.8642 -3.8730 0.8 0.3 -0.5
O 2.0435 -0.6744 -5.7455 1.1 0.2 -0.2
O 2.9853 -1.3022 -3.5756 0.8 0.1 -0.6
```
Forces are in eV/Å.

---

Record 3
The ion C13H20F4IN2O6P2S with charge +1 at a distorted geometry, computed with ωB97M-V with the def2-TZVPD basis set.

Values from the calculation:
SMILES: C#C[C@]1(F)O[C@H](P(O)(O)=S)[C@@](I)(COC(F)(F)F)[N@@H+](P(CC)CC)[C@@H]1CON=O
Net charge: +1
E_tot (Ha): -2845.81442
Relative energy (zero: lowest compared OMol25 entry of this formula, charge and spin) (eV): 2.324
Kohn-Sham gap (eV): 7.30

```
49
Properties=species:S:1:pos:R:3:forces:R:3
C -3.4845 1.9299 2.4814 -1.3 -1.3 -0.2
C -2.8065 1.2648 1.7270 0.9 -0.5 -0.7
C -1.9309 0.3074 0.8330 -2.8 1.2 1.2
F -2.8998 -0.6343 0.3553 1.8 0.9 0.5
O -1.0561 -0.4133 1.6615 0.5 0.8 -1.2
C 0.3192 -0.0374 1.7035 1.4 -1.5 0.0
P 0.7131 0.9111 3.3123 -0.3 0.7 3.2
O 2.3771 1.0053 3.5949 -2.3 -1.2 -0.3
O 0.1673 -0.1469 4.5354 1.5 0.3 -2.8
S -0.2419 2.5457 3.5849 0.4 -0.3 -0.5
C 0.9865 0.5187 0.3747 2.5 -0.2 1.1
I 1.8856 2.5432 0.5939 -0.6 -0.1 -0.4
C 2.3167 -0.3569 0.0691 -0.3 0.1 -1.3
O 3.4042 0.1380 0.8844 0.2 -2.2 -0.3
C 4.3252 -0.8585 1.1953 1.7 1.6 0.9
F 3.9446 -1.4342 2.3960 0.6 0.0 -2.2
F 4.5552 -1.7676 0.1904 -0.9 1.0 1.9
F 5.5396 -0.2199 1.4240 -2.3 -1.3 -0.3
N 0.0819 0.6213 -0.8139 -1.8 0.8 0.7
P 0.0329 -0.7011 -1.9880 1.8 -1.9 -2.5
C 0.2743 -2.4541 -1.5226 0.3 -2.0 1.2
C -0.2421 -3.0035 -0.1251 0.2 -1.1 -0.1
C -0.6756 -0.3019 -3.6620 -0.8 1.1 -1.2
C -0.8903 -1.5684 -4.6045 -0.4 0.3 -0.4
C -1.3580 1.0227 -0.4493 -1.6 1.5 -0.6
C -1.5607 2.6115 -0.4642 1.2 0.6 -0.4
O -2.9269 2.9528 -0.8501 1.9 -1.9 0.3
N -3.0542 4.2934 -0.4151 -2.0 0.3 1.6
O -4.0071 4.3411 0.2680 0.9 0.9 -1.0
H -4.3894 2.1743 3.0997 1.7 0.2 -0.8
H 0.8611 -1.0296 1.8958 -0.8 1.1 -0.4
H 2.5778 0.5073 4.4222 -0.1 0.4 -0.7
H 0.4459 -1.0457 4.2554 -0.3 0.2 0.6
H 2.6479 -0.2361 -1.0100 -0.7 0.0 1.2
H 2.1396 -1.4540 0.2495 0.0 1.1 0.0
H 0.4204 1.4570 -1.3388 0.1 -0.7 0.2
H 1.3828 -2.7168 -1.5747 -1.3 0.5 0.0
H -0.1989 -3.1193 -2.3178 0.3 1.4 0.7
H 0.5563 -2.8905 0.6778 -1.2 0.1 -0.9
H -0.3476 -4.1321 -0.2489 0.2 1.4 0.2
H -1.2541 -2.6420 0.1980 1.2 -0.1 -0.3
H -1.6570 0.2777 -3.6234 1.1 -0.8 0.1
H 0.0563 0.3738 -4.2072 -0.8 -0.8 0.9
H -1.2222 -1.1422 -5.6068 0.4 -0.4 1.3
H 0.0619 -2.1361 -4.8129 -1.1 0.5 0.5
H -1.7415 -2.2361 -4.2707 1.2 0.7 -0.2
H -1.9681 0.6746 -1.3434 0.6 0.2 1.4
H -1.2583 3.0937 0.5187 -0.6 -0.8 -1.0
H -0.9018 3.1133 -1.2525 -0.4 -1.0 0.8
```
Forces are in eV/Å.

---

Record 4
An isolated molecule of C13H20FNO3, computed with ωB97M-V with the def2-TZVPD basis set.

Values from the calculation:
SMILES: COCCCNC[C@H](O)COc1ccccc1F
E_tot (Ha): -887.65823
Relative energy (zero: lowest compared OMol25 entry of this formula, charge and spin) (eV): 0.251
Kohn-Sham gap (eV): 9.30

```
38
Properties=species:S:1:pos:R:3:forces:R:3
C -4.7141 -1.9683 -0.0352 0.0 0.0 0.0
O -3.5726 -1.4839 0.6260 0.2 -0.1 0.0
C -3.6096 -0.1074 0.9267 0.0 0.4 0.0
C -3.4201 0.8120 -0.2864 0.3 -0.4 0.1
C -2.1656 0.4515 -1.1011 -0.3 0.0 -0.1
N -0.9045 0.4996 -0.3908 0.1 -0.2 0.3
C -0.5394 1.7999 0.1384 0.4 0.1 0.3
C 0.9511 1.8091 0.4900 0.0 -0.4 -0.5
O 1.2340 3.0049 1.1779 0.1 0.3 0.1
C 1.8001 1.6830 -0.7851 -0.6 0.0 0.1
O 3.1242 1.2828 -0.5048 0.5 -0.1 0.2
C 3.3763 -0.0250 -0.2332 0.2 -0.1 0.0
C 2.4552 -1.0667 -0.2759 0.0 0.3 -0.1
C 2.8518 -2.3643 0.0073 0.1 -0.1 0.0
C 4.1614 -2.6535 0.3403 -0.1 -0.1 0.0
C 5.0943 -1.6301 0.3926 -0.1 0.2 0.0
C 4.6965 -0.3420 0.1098 0.0 0.1 0.0
F 5.6081 0.6541 0.1671 -0.2 -0.1 0.0
H -5.6262 -1.7288 0.5254 0.0 0.0 0.0
H -4.5987 -3.0491 -0.0916 -0.1 0.0 -0.1
H -4.8069 -1.5649 -1.0495 0.0 0.0 0.0
H -4.5563 0.1450 1.4290 0.1 0.0 0.0
H -2.7957 0.0447 1.6416 -0.1 0.1 0.0
H -4.2888 0.7459 -0.9435 -0.1 0.1 0.0
H -3.3521 1.8396 0.0733 -0.1 0.1 0.0
H -2.0912 1.1314 -1.9555 0.0 -0.1 0.0
H -2.2717 -0.5679 -1.4806 -0.1 0.1 -0.1
H -0.9164 -0.1894 0.3552 0.1 0.0 -0.1
H -1.0963 2.0969 1.0389 0.0 0.1 -0.1
H -0.7209 2.5524 -0.6334 -0.1 0.1 0.0
H 1.1679 0.9462 1.1430 -0.1 0.1 -0.1
H 2.1918 3.0802 1.2681 -0.1 0.0 0.0
H 1.8944 2.6695 -1.2476 -0.1 -0.1 0.1
H 1.3124 1.0020 -1.4887 0.1 0.0 0.0
H 1.4243 -0.8728 -0.5264 -0.1 0.1 -0.1
H 2.1179 -3.1547 -0.0330 -0.1 -0.1 0.0
H 4.4604 -3.6659 0.5613 0.0 -0.1 0.0
H 6.1248 -1.8160 0.6505 0.1 0.0 0.0
```
Forces are in eV/Å.